{"formula": "H6N2", "method": "ωB97M-V/def2-TZVPD", "symbols": ["N", "H", "H", "H", "N", "H", "H", "H"], "xyz": [[-0.0761, -1.5196, 3.4049], [0.0759, -1.3404, 4.4026], [-0.4842, -0.6673, 3.0079], [0.8489, -1.6337, 2.9784], [5.4160, 1.2325, -1.4068], [5.0936, 0.4135, -1.9321], [5.5841, 0.9221, -0.4445], [6.3257, 1.4979, -1.7975]], "atomic_forces_ev_per_a": [[0.3, 0.4, 0.1], [-0.1, -0.1, -0.5], [0.2, -0.4, 0.2], [-0.5, 0.1, 0.2], [0.3, -0.4, 0.0], [0.2, 0.4, 0.3], [-0.1, 0.1, -0.5], [-0.4, -0.2, 0.2]], "charge": 0, "largest_force_ha_per_bohr": 0.010, "relative_energy_ev": 0.117, "smiles": "N.N", "homo_lumo_gap_ev": 11.3654}